--- w ---
The following is a quantum chemistry calculation of a molecular structure, C3H2F2O2, from the Open Molecules 2025 dataset.

Each line ends with the Löwdin charge.
Cartesian coordinates (Å):
C  1.21  -0.52  -1.57  -0.300
C  0.63  0.25  0.09  -0.021
C  -0.59  -0.36  -0.43  -0.378
O  2.10  -0.93  -2.18  0.194
O  -0.10  -0.94  -1.65  0.087
F  1.25  -0.45  1.15  -0.025
F  -1.46  0.57  -0.75  0.098
H  0.94  1.32  0.23  0.156
H  -1.04  -1.06  0.33  0.188

HOMO-LUMO gap = 11.1 eV
E_LUMO = 0.76 eV
M = 108.04 g/mol

--- x ---
The following is a quantum chemistry calculation of C3H2F2O2 in the gas phase, from the Open Molecules 2025 dataset.

Each line ends with the Löwdin charge.
Cartesian coordinates (Å):
O  -2.36  -0.51  -0.33  0.159
C  -1.27  -0.12  -0.09  -0.459
O  -0.91  1.00  0.57  0.062
C  0.75  0.60  0.42  -0.103
F  1.47  1.49  -0.21  0.132
C  0.20  -0.61  -0.41  -0.160
F  0.71  -1.82  -0.06  0.053
H  0.93  0.29  1.49  0.182
H  0.48  -0.32  -1.37  0.134

HOMO-LUMO gap = 11.6 eV
SMILES string = O=C1O[C@H](F)[C@H]1F
E_LUMO = 0.67 eV
M = 108.04 g/mol

Stability ranking, top and bottom: x is the most stable and w is the least stable.

--- w ---
The following is a quantum chemistry calculation of C9H15NO2 in the gas phase, from the Open Molecules 2025 dataset.

Each line ends with the Löwdin charge.
Cartesian coordinates (Å):
C  5.17  -0.89  -0.62  0.098
C  4.37  0.06  0.08  -0.078
O  3.29  1.06  0.38  -0.049
C  2.12  0.27  0.79  -0.271
O  2.25  -1.08  0.74  -0.033
N  0.80  0.81  1.32  0.024
C  0.37  2.08  0.62  -0.209
C  -1.03  1.89  -0.27  -0.192
C  -0.91  0.76  -1.45  -0.217
C  -1.08  -0.79  -0.95  -0.237
C  -2.52  -1.15  -0.25  -0.242
C  -2.19  -2.29  0.92  -0.152
H  5.65  -1.74  -1.31  0.080
H  0.85  1.03  2.34  0.136
H  0.06  2.85  1.49  0.128
H  1.21  2.62  0.01  0.127
H  -1.95  1.77  0.44  0.101
H  -1.18  2.93  -0.82  0.117
H  0.11  0.89  -2.03  0.118
H  -1.77  1.00  -2.23  0.117
H  -0.91  -1.47  -1.92  0.121
H  -0.21  -1.11  -0.20  0.087
H  -2.91  -0.19  0.29  0.088
H  -3.31  -1.63  -0.96  0.106
H  -1.82  -1.78  1.92  0.076
H  -3.15  -2.94  1.15  0.073
H  -1.30  -2.97  0.53  0.079

HOMO-LUMO gap = 9.2 eV
SMILES string = C#COC(=O)NCCCCCC
E_LUMO = -0.30 eV
M = 169.22 g/mol

--- x ---
The following is a quantum chemistry calculation of C9H15NO2 in the gas phase, from the Open Molecules 2025 dataset.

Each line ends with the Löwdin charge.
Cartesian coordinates (Å):
C  0.63  0.46  -2.25  0.021
C  0.66  -0.77  -1.70  -0.378
C  1.56  -1.80  -2.31  -0.056
O  0.02  -1.19  -0.51  -0.052
C  -0.36  -0.27  0.45  -0.571
C  -0.85  -1.19  1.59  0.016
C  -1.47  0.59  -0.11  -0.036
C  0.91  0.51  0.79  -0.067
C  0.63  1.69  1.64  -0.313
O  1.81  2.45  1.80  0.009
C  -0.37  2.12  2.34  -0.139
N  -1.29  2.60  3.02  0.125
H  1.32  0.66  -3.17  0.098
H  -0.02  1.37  -2.02  0.081
H  2.52  -1.84  -1.77  0.080
H  1.80  -1.79  -3.47  0.124
H  1.26  -2.83  -2.08  0.070
H  -1.68  -1.70  1.17  0.079
H  -1.10  -0.67  2.60  0.129
H  -0.06  -1.89  1.64  0.069
H  -1.25  1.64  -0.36  0.085
H  -2.28  0.77  0.53  0.065
H  -1.87  0.32  -1.08  0.092
H  1.46  0.98  -0.09  0.142
H  1.52  -0.17  1.35  0.132
H  1.86  3.01  2.58  0.100
H  -1.87  3.46  2.76  0.095

HOMO-LUMO gap = 8.7 eV
SMILES string = C=C(C)OC(C)(C)CC(O)=C=N
E_LUMO = 0.71 eV
M = 169.22 g/mol

Stability ranking, top and bottom: x is the most stable and w is the least stable.

--- w ---
The following is a quantum chemistry calculation of 2 unconnected molecules or ions with the total composition C2H6N2S2, from the Open Molecules 2025 dataset.

Each line ends with the Löwdin charge.
Cartesian coordinates (Å):
C  -1.25  -1.07  -2.22  -0.336
C  0.96  0.11  0.60  -0.437
H  -2.24  -1.17  -2.81  0.074
H  -1.20  -1.95  -1.46  0.051
H  -0.49  -0.95  -2.77  -0.077
H  1.81  -0.51  0.65  0.086
H  -0.89  1.25  1.62  0.279
H  1.87  1.44  3.73  -0.099
N  0.26  -0.52  -0.31  -0.347
N  0.62  1.21  1.44  -0.579
S  -1.19  0.21  -0.83  0.718
S  1.74  1.96  2.36  0.666

HOMO-LUMO gap = 7.7 eV
E_LUMO = -0.57 eV
M = 122.22 g/mol

--- x ---
The following is a quantum chemistry calculation of C2H6N2S2 in the gas phase, from the Open Molecules 2025 dataset.

Each line ends with the Löwdin charge.
Cartesian coordinates (Å):
H  1.60  2.50  -0.36  0.057
N  0.56  2.33  -0.22  0.045
C  0.11  1.12  -0.45  -0.775
N  -1.22  0.78  0.03  -0.542
S  -2.40  -0.14  -0.75  0.676
S  1.14  -0.23  -1.14  0.782
C  0.86  -1.49  0.27  -0.384
H  -1.47  1.51  0.73  0.092
H  -1.56  -1.42  -0.16  -0.037
H  -0.22  -1.98  0.29  0.017
H  0.95  -0.82  1.25  0.078
H  1.65  -2.15  0.52  -0.007

HOMO-LUMO gap = 9.1 eV
SMILES string = [H]/N=C(/NS)SC
E_LUMO = 0.20 eV
M = 122.22 g/mol

Stability ranking, top and bottom: x is the most stable and w is the least stable.